No. 1
C3H3F2N | ωB97M-V/def2-TZVPD

Structure (XYZ):
```
9
Properties=species:S:1:pos:R:3:forces:R:3
C 0.5158 0.5240 2.7323 1.889 0.778 -0.846
C -0.6516 0.0938 -0.8415 0.907 -0.869 -5.129
C 0.1223 -0.6152 -1.7098 -0.459 1.332 -0.151
N -0.4160 0.3738 3.3640 -1.075 -0.358 0.530
F -0.1181 -0.5178 -3.0818 1.046 -0.331 2.561
F 1.2514 -1.3231 -1.4528 -1.948 0.661 -0.549
H 1.4378 0.7956 2.2131 -0.793 -0.417 0.295
H -1.3584 0.7427 -1.3708 0.111 -0.437 0.368
H -0.7832 -0.0737 0.1473 0.322 -0.358 2.921
```
Forces are in eV/Å.

Results
net charge	0
energy above the lowest of the compared OMol25 structures with the same formula, charge and spin	41.9	kcal per mole
gap between HOMO and LUMO	10.99	eV
HOMO	-10.303	eV


No. 2
C3H3F2NO | ωB97M-V/def2-TZVPD

Structure (XYZ):
```
10
Properties=species:S:1:pos:R:3:forces:R:3
C 1.6911 -0.4872 0.0803 -0.324 0.528 -0.465
C -0.9050 -0.6427 -0.1879 0.234 0.034 -2.526
C 0.3682 0.2028 -0.0974 0.151 1.312 4.037
N 2.7656 -0.8962 0.1506 -0.807 0.072 0.034
O 0.2986 1.1733 1.2513 0.835 -3.306 -3.575
F -1.9268 0.2157 -0.4060 -1.464 2.166 -0.020
F 0.3181 1.0060 -1.1621 0.766 0.242 -0.217
H -1.2735 -1.1254 0.6792 0.914 -1.484 0.816
H -0.9139 -1.1291 -1.2221 0.770 -0.660 1.815
H -0.4224 1.6828 0.9141 -1.075 1.094 0.100
```
Forces are in eV/Å.

Results
net charge	0
energy above the lowest of the compared OMol25 structures with the same formula, charge and spin	39.6	kcal per mole
gap between HOMO and LUMO	12.55	eV
HOMO	-12.007	eV


No. 3
C3H3F2NO | ωB97M-V/def2-TZVPD

Structure (XYZ):
```
10
Properties=species:S:1:pos:R:3:forces:R:3
C 0.9480 -0.2721 -0.6581 -0.262 0.330 -1.655
C -0.2921 -0.4266 0.1071 -3.147 -1.564 0.904
C 0.8867 -2.3693 0.8927 0.740 1.929 -3.631
N 1.8973 -1.0530 -0.5948 -0.131 -2.523 2.544
O -0.2966 -1.7732 0.8224 0.670 1.051 -0.475
F 0.8864 -3.5442 0.2669 0.320 0.232 0.977
F 1.5192 -2.4072 2.0478 -0.422 -0.090 -0.532
H 0.9670 0.5467 -1.4051 -0.064 -0.076 0.428
H -0.2693 0.2436 0.9282 -0.237 1.053 0.691
H -1.3571 -0.3330 -0.4081 2.532 -0.342 0.750
```
Forces are in eV/Å.

Results
net charge	0
energy above the lowest of the compared OMol25 structures with the same formula, charge and spin	61.7	kcal per mole
gap between HOMO and LUMO (alpha / beta)	9.72 / 9.72	eV
HOMO (alpha / beta)	-9.204 / -9.205	eV